1.
This record from OMol25 describes C32H48BF7IrN6O5P2S3 as an isolated structure. The level of theory is ωB97M-V/def2-TZVPD.

Gap between HOMO and LUMO (spin up / spin down): 0.26539 / 0.22391 Eh
E_LUMO (spin up / spin down): -0.1 / -2.5 eV
⟨S²⟩: 8.770
HOMO level (spin up / spin down): -7.27 / -8.58 eV
Multiplicity: 6
Calculated total energy: -126772.9296 eV

```
105
C32H48BF7IrN6O5P2S3 ωB97M-V/def2-TZVPD
Ir 0.80 0.78 0.53
F 2.66 4.62 3.51
C 3.68 3.82 3.80
F 4.81 4.51 3.53
F 3.67 3.62 5.13
C 3.67 2.51 3.07
C 4.75 1.66 3.31
C 4.82 0.42 2.70
C 3.78 0.04 1.87
N 2.76 0.85 1.65
C 2.67 2.08 2.20
S 1.23 2.90 1.63
H 5.53 1.98 3.97
H 5.66 -0.24 2.86
H 3.75 -0.91 1.36
F 3.14 -0.29 -2.61
B 3.49 0.84 -1.87
F 2.26 1.26 -1.15
F 3.87 1.89 -2.65
F 4.43 0.51 -0.90
C -4.90 2.91 -1.37
C -3.98 2.99 -2.57
C -3.46 1.63 -2.99
O -2.93 3.93 -2.18
P -1.54 4.23 -2.88
S -1.49 4.06 -4.82
S -0.12 2.96 -2.39
O -1.26 5.71 -2.44
C -1.35 6.31 -1.11
C -0.86 5.38 -0.02
C -2.76 6.82 -0.89
H -5.78 2.31 -1.61
H -5.23 3.90 -1.06
H -4.39 2.44 -0.52
H -4.51 3.46 -3.40
H -2.80 1.21 -2.24
H -2.92 1.67 -3.93
H -4.31 0.96 -3.11
H -0.66 7.15 -1.19
H -1.52 4.51 0.07
H -0.87 5.91 0.93
H 0.15 5.04 -0.21
H -3.45 5.99 -0.77
H -3.08 7.44 -1.73
H -2.79 7.43 0.02
O 1.00 -1.29 -0.27
P 0.54 -2.39 -1.20
N 1.58 -3.66 -1.26
C 2.95 -3.50 -1.82
C 3.87 -3.91 -0.68
C 3.06 -5.02 0.00
C 1.66 -4.43 0.02
N -0.89 -2.94 -0.60
C -1.29 -2.80 0.81
C -2.38 -3.86 1.00
C -2.93 -4.06 -0.41
C -1.68 -3.97 -1.27
N 0.20 -1.99 -2.75
C -0.49 -0.71 -2.96
C -0.74 -0.64 -4.48
C 0.00 -1.85 -5.07
C 0.96 -2.31 -3.97
H 3.13 -2.49 -2.15
H 3.07 -4.18 -2.67
H 4.00 -3.07 0.01
H 4.85 -4.24 -1.02
H 3.41 -5.26 1.01
H 3.09 -5.92 -0.61
H 1.55 -3.76 0.87
H 0.87 -5.19 0.06
H -1.68 -1.80 1.00
H -0.45 -2.95 1.49
H -3.13 -3.55 1.72
H -1.93 -4.79 1.35
H -3.61 -3.24 -0.67
H -3.46 -5.00 -0.54
H -1.87 -3.69 -2.30
H -1.15 -4.94 -1.28
H 0.14 0.12 -2.64
H -1.41 -0.69 -2.38
H -0.37 0.31 -4.87
H -1.81 -0.69 -4.70
H 0.54 -1.59 -5.98
H -0.70 -2.64 -5.31
H 1.90 -1.75 -4.02
H 1.17 -3.37 -4.02
O -1.74 1.12 2.99
C -0.94 0.24 3.25
N 0.14 -0.14 2.48
C 0.77 -1.23 3.09
O 1.74 -1.82 2.68
C 0.03 -1.55 4.35
C 0.23 -2.53 5.29
C -0.65 -2.58 6.37
C -1.70 -1.66 6.48
C -1.89 -0.67 5.52
C -1.00 -0.64 4.46
H 1.04 -3.24 5.20
H -0.53 -3.33 7.13
H -2.36 -1.71 7.33
H -2.70 0.05 5.59
N -1.41 1.02 0.22
H -1.75 1.26 1.16
H -1.88 0.19 -0.11
H -1.58 1.78 -0.43
```

=====

2.
This record from OMol25 describes a 6-piece molecular cluster, C20H55ClN5O9 overall in a non-equilibrium geometry. The level of theory is ωB97M-V/def2-TZVPD.

Gap between HOMO and LUMO (spin up / spin down): 0.05045 / 0.29729 Eh
E_LUMO (spin up / spin down): 4.2 / 4.2 eV
⟨S²⟩: 0.751
HOMO level (spin up / spin down): 2.81 / -3.91 eV
Charge: -2
Multiplicity: 2
Calculated total energy: -60018.3260 eV

```
90
C20H55ClN5O9 ωB97M-V/def2-TZVPD
Cl -0.08 -0.32 -0.71
O 0.67 -1.28 -0.03
O 0.59 -0.02 -1.95
O -1.40 -0.83 -0.99
O -0.32 0.81 0.00
C -2.62 -3.30 1.74
C -3.51 -2.09 2.14
C -2.63 -0.95 2.60
O -3.51 0.10 3.03
C -2.85 1.19 3.77
N -4.45 -1.57 1.11
H -1.78 -2.87 1.20
H -3.22 -4.05 1.22
H -2.22 -3.68 2.68
H -4.12 -2.50 2.95
H -1.96 -0.49 1.87
H -1.97 -1.32 3.39
H -2.46 0.81 4.72
H -3.69 1.88 3.86
H -2.21 1.66 3.03
H -4.85 -2.47 0.89
H -3.90 -1.55 0.26
C -2.59 -1.47 -4.51
C -2.97 -0.04 -4.44
C -4.40 0.11 -3.92
O -4.59 1.55 -3.72
C -6.03 1.74 -3.68
N -2.10 0.69 -3.55
H -3.28 -2.07 -5.10
H -2.48 -1.84 -3.49
H -1.61 -1.56 -4.97
H -2.91 0.36 -5.46
H -4.36 -0.48 -3.00
H -5.16 -0.31 -4.57
H -6.44 1.45 -4.65
H -6.32 2.78 -3.72
H -6.66 1.11 -3.05
H -1.18 0.63 -3.96
H -1.98 0.01 -2.81
C 3.94 -3.46 -0.40
C 4.13 -2.89 0.98
C 5.50 -3.24 1.70
O 5.50 -2.62 2.99
C 6.74 -2.88 3.67
N 3.96 -1.49 0.92
H 2.93 -3.32 -0.78
H 4.01 -4.55 -0.39
H 4.70 -3.11 -1.11
H 3.36 -3.35 1.60
H 6.33 -2.83 1.12
H 5.53 -4.33 1.64
H 7.59 -2.28 3.37
H 6.93 -3.93 3.48
H 6.46 -2.77 4.72
H 4.09 -1.20 1.88
H 2.99 -1.37 0.66
C 0.68 4.55 -1.70
C -0.10 3.92 -2.86
C 0.67 3.05 -3.88
O -0.17 2.19 -4.59
C 0.57 1.38 -5.56
N -1.04 3.05 -2.25
H 0.96 3.93 -0.85
H 0.06 5.36 -1.29
H 1.66 4.90 -2.02
H -0.68 4.61 -3.46
H 1.27 2.42 -3.23
H 1.30 3.71 -4.47
H 1.31 0.76 -5.04
H 1.04 1.94 -6.37
H -0.09 0.61 -5.96
H -1.23 3.57 -1.40
H -0.31 2.44 -1.89
C 1.64 2.79 2.43
C 1.23 1.62 3.30
C 2.44 0.88 3.92
O 2.10 -0.19 4.82
C 1.57 -1.36 4.25
N 0.41 2.10 4.38
H 2.18 3.52 3.04
H 0.72 3.27 2.11
H 2.32 2.58 1.60
H 0.66 0.84 2.79
H 2.89 1.69 4.49
H 3.19 0.60 3.18
H 1.49 -2.05 5.09
H 2.22 -1.78 3.48
H 0.63 -1.14 3.74
H 0.94 2.75 4.94
H 0.36 1.31 5.01
```

=====

3.
This record from OMol25 describes a 2-piece molecular cluster, C5H14O overall in a non-equilibrium geometry. The level of theory is ωB97M-V/def2-TZVPD.

Gap between HOMO and LUMO: 0.42472 Eh
E_LUMO: 1.0 eV
HOMO level: -10.57 eV
Multiplicity: 1
Calculated total energy: -7458.8574 eV

```
20
C5H14O ωB97M-V/def2-TZVPD
C -1.70 1.56 -1.72
C -0.43 0.73 -1.45
C 0.65 1.50 -0.69
C 1.98 0.67 -0.44
C 2.06 -0.07 0.90
H -2.49 1.24 -1.06
H -1.93 1.40 -2.78
H -1.54 2.63 -1.59
H 0.02 0.38 -2.38
H -0.51 -0.21 -0.89
H 0.87 2.51 -1.05
H 0.29 1.62 0.34
H 1.96 -0.05 -1.26
H 2.74 1.41 -0.64
H 2.30 -1.10 0.64
H 2.91 0.26 1.50
H 1.15 0.07 1.48
O -2.53 -4.97 3.37
H -2.73 -5.40 4.20
H -3.06 -4.17 3.51
```

=====

4.
This record from OMol25 describes C12H12AsN2S4Sn as an isolated structure in a non-equilibrium geometry. The level of theory is ωB97M-V/def2-TZVPD.

Gap between HOMO and LUMO: 0.22827 Eh
E_LUMO: 2.2 eV
HOMO level: -4.06 eV
Charge: -1
Multiplicity: 1
Calculated total energy: -125631.2350 eV

```
32
C12H12AsN2S4Sn ωB97M-V/def2-TZVPD
Sn -1.98 -1.14 -0.60
S -1.86 -4.31 2.63
As -1.58 -4.17 0.79
S -3.42 -3.04 -0.15
S -0.13 -2.35 0.41
S -1.00 -6.10 -0.25
C 0.14 1.05 -1.95
N -0.75 0.48 -0.93
C -0.85 1.20 0.13
C -1.68 0.78 1.21
C -1.85 1.44 2.41
C -2.74 0.68 3.15
C -3.06 -0.40 2.35
N -2.42 -0.33 1.18
C 1.61 0.98 -1.60
C 2.46 2.07 -1.85
C 3.81 1.99 -1.54
C 4.34 0.82 -0.99
C 3.51 -0.27 -0.75
C 2.15 -0.20 -1.05
H -0.16 2.09 -2.16
H -0.01 0.50 -2.89
H -0.32 2.16 0.27
H -1.39 2.37 2.72
H -3.12 0.88 4.14
H -3.73 -1.22 2.60
H 2.06 2.98 -2.29
H 4.47 2.83 -1.73
H 5.40 0.76 -0.75
H 3.92 -1.19 -0.32
H 1.51 -1.06 -0.87
H -3.32 -0.28 -1.32
```